Below is C32H62N2O12 as an isolated structure in a non-equilibrium geometry, with properties calculated with ωB97M-V/def2-TZVPD.

## Properties
lowest unoccupied orbital energy = 0.117 eV
energy relative to the best compared isomer or geometry (same formula, charge and spin) = 573.26 kcal per mole
electronic energy = -2267.8954 a.u.
maximum force = 13.28 eV Å⁻¹

The geometry in XYZ format:
```
108
Properties=species:S:1:pos:R:3:forces:R:3
O 2.676 -3.817 -3.504 -1.554 -0.319 1.626
C 1.876 -3.177 -2.830 1.330 -0.899 -2.922
O 0.676 -3.648 -2.352 6.585 -0.438 -3.032
C 0.435 -5.028 -2.388 -1.690 -2.520 0.439
C -1.092 -5.250 -2.179 -0.349 -4.577 -0.296
C 2.145 -1.708 -2.735 -1.312 -1.727 -2.095
H 0.883 -5.546 -1.540 0.639 0.319 0.032
H 0.786 -5.513 -3.299 0.104 0.444 0.008
H -1.632 -5.414 -3.112 0.175 0.329 -0.534
H -1.573 -4.361 -1.772 -0.155 -5.955 1.642
H -1.458 -6.119 -1.634 1.170 -0.623 0.355
H 3.209 -1.621 -2.515 -0.492 -0.605 -0.900
H 1.502 -1.182 -2.029 0.166 -0.419 -0.852
H 1.928 -1.305 -3.724 0.061 -0.020 -0.227
O -4.718 -1.229 -0.328 -1.794 1.360 2.666
C -5.412 -0.786 0.608 3.069 0.062 -0.548
O -4.862 -0.253 1.786 -0.504 -0.016 -1.567
C -3.411 -0.002 1.850 -1.471 -1.226 -0.077
C -3.045 0.721 3.074 -0.853 0.579 3.196
C -6.921 -0.787 0.621 1.128 -0.698 -0.062
H -3.064 0.622 1.026 -0.970 -1.364 0.800
H -2.896 -0.962 1.858 -1.194 0.332 -0.354
H -1.958 0.771 3.144 -2.968 -0.983 1.175
H -3.335 0.289 4.031 -0.668 -0.477 -0.137
H -3.402 1.749 3.134 -0.218 0.180 -0.310
H -7.075 -1.759 0.152 -0.825 0.068 0.073
H -7.295 -0.003 -0.037 -0.031 -0.017 0.188
H -7.299 -0.738 1.642 -0.119 0.093 -0.277
O -0.982 0.834 1.950 3.409 10.487 4.418
C -0.609 1.736 2.711 1.500 2.026 -2.292
O -0.804 3.145 2.530 -0.302 -3.195 1.117
C -1.588 3.610 1.431 0.488 0.771 -1.134
C -0.611 3.988 0.301 0.045 0.421 -0.310
C 0.220 1.459 3.938 -0.540 0.493 0.442
H -2.209 4.472 1.677 0.591 0.302 0.847
H -2.357 2.911 1.102 0.512 -0.143 0.551
H 0.234 4.638 0.526 -0.896 0.204 0.550
H -1.136 4.471 -0.523 -0.258 0.103 -0.012
H -0.124 3.126 -0.154 -0.004 -0.075 0.321
H 0.032 0.449 4.301 -0.280 0.115 0.051
H -0.051 2.224 4.665 -0.007 -0.253 0.283
H 1.301 1.542 3.828 -0.029 0.227 -0.629
O 3.314 2.830 -2.291 -0.744 0.551 -0.343
C 2.518 1.913 -2.303 3.784 -1.110 1.079
O 1.259 2.012 -2.533 -1.407 0.019 -0.591
C 0.773 3.312 -2.896 -1.163 0.082 -0.323
C -0.655 3.046 -3.375 -0.271 0.549 0.295
C 3.075 0.528 -1.951 5.104 2.315 -1.590
H 1.422 3.770 -3.643 -0.020 -0.117 0.068
H 0.748 3.940 -2.006 0.268 0.045 -0.059
H -1.193 2.465 -2.626 0.334 0.462 -0.457
H -0.732 2.518 -4.326 0.248 -0.013 0.044
H -1.237 3.964 -3.443 0.248 0.269 -0.249
H 3.267 -0.192 -2.747 -0.615 1.774 -0.022
H 2.564 0.053 -1.114 3.016 0.445 -1.778
H 4.100 0.710 -1.627 0.312 0.637 -0.121
O -1.186 -1.461 -3.513 -0.360 1.076 2.982
C -1.359 -1.609 -2.297 0.182 -0.686 -0.144
O -1.635 -0.691 -1.284 1.274 -0.037 -1.831
C -1.424 0.717 -1.581 -2.072 0.599 0.261
C -1.868 1.580 -0.371 0.664 -1.021 -1.728
C -1.269 -3.049 -1.715 -4.028 6.945 -1.255
H -2.102 0.931 -2.407 0.238 -0.073 -0.268
H -0.409 1.037 -1.817 -0.161 -1.124 -0.126
H -2.850 1.309 0.017 0.277 0.661 -1.461
H -1.798 2.657 -0.519 -0.612 -1.137 -1.240
H -1.157 1.397 0.435 -0.562 0.380 -1.290
H -1.537 -3.706 -2.542 0.287 4.598 -1.814
H -2.060 -3.243 -0.992 -0.193 0.548 -0.054
H -0.240 -3.290 -1.445 -2.644 1.229 1.539
O 2.124 4.889 0.777 0.457 -2.455 1.959
C 2.040 4.246 1.831 1.129 2.259 -0.133
O 2.499 2.982 2.113 -0.961 3.334 0.774
C 3.139 2.175 1.176 -0.496 -1.654 -0.496
C 2.101 1.117 0.806 5.065 3.299 0.960
C 1.539 4.957 3.122 0.183 -0.836 -0.200
H 3.945 1.673 1.712 0.178 0.121 0.034
H 3.560 2.642 0.286 -0.270 0.585 0.184
H 1.256 1.478 0.219 0.647 1.322 0.857
H 1.750 0.476 1.615 3.057 3.067 -0.638
H 2.644 0.387 0.207 1.575 2.015 1.642
H 1.052 5.917 2.947 -0.199 -0.359 -0.542
H 2.367 5.219 3.779 0.367 -0.354 -0.174
H 0.892 4.278 3.677 0.008 0.251 -0.014
C 4.351 -2.055 -0.043 2.528 -0.525 0.324
C 2.922 -2.177 -0.184 -1.555 -0.750 0.790
C 2.280 -3.488 0.332 -0.171 0.196 -0.166
C 2.242 -3.603 1.781 0.406 -0.257 2.267
N 2.252 -3.697 2.942 -0.102 0.246 -1.899
H 4.684 -1.830 0.970 0.072 -0.080 0.089
H 4.761 -1.289 -0.700 0.002 0.124 0.030
H 4.799 -2.999 -0.353 0.457 -0.041 0.051
H 2.702 -2.056 -1.244 0.094 -0.721 2.354
H 2.428 -1.337 0.306 1.188 -1.515 0.171
H 2.751 -4.398 -0.039 0.315 0.078 -0.221
H 1.245 -3.554 -0.002 -0.060 0.110 0.039
C -1.200 -2.428 0.996 1.639 -0.891 -0.002
C -0.939 -1.043 1.518 0.006 -3.908 -0.914
C 0.550 -0.689 1.564 -0.728 -2.891 -0.458
C 1.015 -0.385 0.189 -3.248 -2.008 -2.879
N 1.373 -0.130 -0.895 -12.472 -3.634 2.740
H -0.803 -2.630 0.001 -0.381 0.773 1.190
H -2.243 -2.732 1.079 -0.035 0.128 -0.251
H -0.610 -3.119 1.598 -0.142 -0.355 0.533
H -1.383 -1.143 2.509 0.788 0.530 0.388
H -1.477 -0.247 1.004 0.355 -3.228 -1.085
H 1.147 -1.536 1.901 0.017 -0.404 -0.016
H 0.926 0.130 2.178 -2.583 -1.804 0.980
```
Forces are in eV/Å.

Below is a 9-piece molecular cluster, C32H62N2O14S7 overall in a non-equilibrium geometry, with properties calculated with ωB97M-V/def2-TZVPD.

## Properties
lowest unoccupied orbital energy = 0.191 eV
SMILES = O=S1(=O)CCCC1.O=S1(=O)CCCC1.O=S1(=O)CCCC1.O=S1(=O)CCCC1.O=S1(=O)CCCC1.O=S1(=O)CCCC1.O=S1(=O)CCCC1.CC#N.CC#N
electronic energy = -5206.5655 a.u.
maximum force = 4.79 eV Å⁻¹

The geometry in XYZ format:
```
117
Properties=species:S:1:pos:R:3:forces:R:3
C 4.107 -0.202 4.143 0.278 -0.699 1.398
C 3.487 1.003 3.699 -1.482 3.545 -2.868
N 3.026 1.968 3.203 1.221 -2.785 1.694
H 5.092 0.014 4.559 -0.051 0.051 0.059
H 4.233 -0.990 3.411 -0.268 0.288 -0.494
H 3.472 -0.582 4.947 0.217 -0.236 0.078
C 1.009 5.313 2.306 1.379 0.256 -0.808
C 0.439 4.730 3.475 -1.782 -0.235 1.935
N -0.085 4.298 4.415 0.709 0.420 -1.153
H 1.269 4.483 1.664 0.178 -0.028 -0.391
H 1.926 5.843 2.557 0.212 -0.212 0.179
H 0.449 6.044 1.735 -0.778 -0.221 0.253
C -4.012 1.260 -1.656 -0.388 -0.926 -0.007
C -3.709 -0.162 -2.201 0.167 -0.091 0.914
C -2.428 -0.032 -2.949 1.011 -0.073 -1.162
S -2.604 1.462 -3.963 -0.455 -0.637 2.386
O -3.265 1.097 -5.159 -1.143 -0.501 -1.631
O -1.419 2.245 -4.082 1.155 0.618 0.321
C -3.803 2.194 -2.799 0.121 0.966 -1.210
H -3.361 1.603 -0.854 0.118 -0.616 0.201
H -5.030 1.329 -1.288 -0.120 0.082 0.126
H -4.471 -0.610 -2.842 -0.243 0.479 0.036
H -3.505 -0.901 -1.425 -0.326 0.118 0.282
H -2.264 -0.866 -3.632 0.274 0.067 0.059
H -1.581 0.081 -2.271 0.142 0.079 -0.102
H -4.687 2.313 -3.422 -0.130 0.192 0.062
H -3.422 3.155 -2.467 -0.063 0.154 -0.174
C 4.618 -3.614 3.467 0.388 1.342 -0.225
C 4.839 -5.075 3.758 -0.177 -0.992 -1.029
C 5.009 -5.713 2.371 0.794 -0.760 0.861
S 3.698 -5.053 1.401 0.067 0.851 0.647
O 2.432 -5.602 1.803 -0.151 -0.063 0.369
O 4.045 -5.079 0.020 0.192 -0.027 -1.115
C 3.948 -3.394 2.102 -1.365 -0.382 -0.197
H 5.584 -3.120 3.378 0.276 -0.078 0.266
H 4.083 -3.073 4.238 -0.165 -0.158 0.237
H 3.990 -5.626 4.149 -0.396 0.477 0.512
H 5.683 -5.292 4.405 0.141 0.184 0.005
H 4.927 -6.789 2.495 0.025 -0.149 -0.547
H 5.948 -5.436 1.879 -0.164 -0.080 0.008
H 2.972 -2.908 2.189 0.005 -0.255 -0.070
H 4.468 -2.822 1.340 0.435 -0.020 0.170
C -4.536 4.732 3.287 0.343 -1.258 0.371
C -3.937 6.106 2.959 -0.636 -0.973 -0.623
C -3.478 5.987 1.451 -0.371 0.750 0.880
S -3.196 4.277 1.078 1.493 -0.617 1.696
O -1.799 4.088 0.711 -0.457 0.146 0.132
O -4.191 3.786 0.180 -0.956 -0.242 -0.670
C -3.516 3.694 2.783 -0.280 0.827 -1.200
H -5.517 4.463 2.882 0.099 0.556 -0.316
H -4.626 4.547 4.355 -0.047 0.368 0.221
H -3.151 6.200 3.699 0.608 0.396 -0.389
H -4.670 6.892 3.158 0.208 0.094 -0.409
H -2.525 6.453 1.213 -0.203 0.423 -0.018
H -4.288 6.276 0.778 0.243 0.307 0.049
H -2.548 3.763 3.287 -0.214 -0.311 0.105
H -3.947 2.710 2.686 0.331 -0.453 0.213
C 1.868 2.240 -4.541 0.837 -0.343 -0.436
C 2.126 3.604 -3.855 0.179 -1.505 -0.124
C 3.568 3.962 -4.121 0.552 1.391 0.422
S 4.552 2.512 -4.324 -0.641 -0.884 0.923
O 5.305 2.224 -3.119 -0.094 0.217 -0.157
O 5.253 2.614 -5.571 0.149 -0.166 -0.491
C 3.148 1.354 -4.389 0.383 0.532 -0.041
H 1.728 2.458 -5.601 -0.215 -0.301 -0.067
H 0.976 1.757 -4.137 0.148 0.006 -0.188
H 2.111 3.389 -2.788 -0.708 0.498 0.230
H 1.373 4.322 -4.211 0.405 -0.054 0.534
H 3.990 4.430 -3.229 0.116 0.325 -0.301
H 3.788 4.559 -5.003 -0.255 0.164 -0.037
H 3.216 0.771 -3.466 -0.271 0.159 -0.078
H 3.456 0.715 -5.217 -0.664 -0.106 -0.134
C 1.182 -5.372 -3.469 0.159 0.270 -0.402
C 0.409 -6.374 -2.653 -0.993 -0.894 1.172
C -0.723 -5.660 -1.855 -0.429 -0.017 -0.637
S -0.594 -3.920 -2.239 0.848 0.538 0.059
O -0.718 -3.108 -1.045 -0.188 -0.200 -0.023
O -1.389 -3.566 -3.385 -0.351 -0.194 -0.183
C 1.115 -4.053 -2.725 0.166 0.150 0.325
H 0.682 -5.227 -4.424 0.071 -0.052 -0.206
H 2.192 -5.743 -3.662 -0.044 0.336 0.063
H 1.007 -6.909 -1.917 0.408 0.219 -0.043
H -0.034 -7.167 -3.260 0.045 0.200 -0.129
H -0.677 -5.712 -0.770 0.152 -0.293 -0.044
H -1.694 -5.981 -2.225 -0.151 0.049 0.261
H 1.629 -4.076 -1.765 0.356 -0.008 -0.008
H 1.405 -3.170 -3.283 0.004 0.125 -0.029
C -4.396 -2.975 1.538 -0.381 0.224 -0.190
C -2.951 -2.769 1.142 1.097 0.045 0.832
C -2.311 -2.122 2.367 -0.009 0.760 -0.188
S -3.484 -0.846 2.849 0.122 -1.201 -0.132
O -3.168 0.419 2.260 0.236 0.770 -0.560
O -3.666 -0.927 4.265 -0.317 0.085 0.865
C -4.886 -1.591 1.988 0.171 0.224 -0.202
H -4.465 -3.684 2.371 -0.078 -0.030 -0.271
H -4.958 -3.316 0.671 -0.296 -0.193 0.233
H -2.816 -2.113 0.273 -0.175 -0.251 0.138
H -2.352 -3.661 0.995 -0.376 -0.363 -0.537
H -1.361 -1.663 2.135 0.221 0.185 0.081
H -2.204 -2.782 3.228 -0.115 -0.097 -0.135
H -5.077 -0.954 1.127 -0.005 0.056 -0.081
H -5.739 -1.541 2.654 -0.103 -0.233 0.118
C 0.861 2.208 -0.370 -0.473 -0.234 1.004
C -0.220 1.404 0.415 1.030 0.831 0.590
C 0.233 -0.031 0.534 -0.776 -1.065 -1.199
S 1.720 -0.280 -0.423 0.263 0.886 -0.678
O 1.448 -0.655 -1.807 -0.092 0.579 0.962
O 2.664 -1.076 0.311 0.322 -0.629 0.405
C 2.172 1.455 -0.261 0.268 0.010 -1.356
H 0.975 3.152 0.138 -0.064 0.531 -0.297
H 0.438 2.352 -1.368 0.720 0.036 -0.099
H -1.148 1.659 -0.078 -0.435 -0.779 0.155
H -0.297 1.698 1.456 -0.143 0.778 -0.034
H -0.495 -0.652 0.026 -0.148 -0.779 0.416
H 0.493 -0.345 1.546 -0.273 -0.027 -0.166
H 2.886 1.731 -1.042 0.030 -0.207 0.039
H 2.669 1.564 0.702 -0.214 -0.034 0.142
```
Forces are in eV/Å.